Record 1
C21H88F9N8O23PS | ωB97M-V with the def2-TZVPD basis set

Last column: Mulliken charge in e.
Cartesian coordinates (Å):
C 0.676 -1.130 -5.386  -1.387
C 1.565 -1.536 -4.197  -0.780
C 0.963 -1.184 -2.825  0.625
C 1.490 -2.049 -1.675  -1.432
C 0.518 -3.034 -0.983  0.250
N -0.922 -2.788 -1.122  1.814
C -1.561 -3.945 -1.707  -2.885
C -1.496 -4.030 -3.239  0.448
N -0.167 -4.384 -3.728  -0.331
N -1.960 -2.825 -3.867  -0.321
N -2.494 -5.119 -3.545  -0.682
C -1.635 -2.193 0.022  1.821
C -1.551 -2.984 1.347  1.473
C -2.168 -4.338 1.392  -1.788
N -3.123 -4.709 2.138  -0.787
C -3.129 -2.052 -0.387  -1.692
C -4.067 -1.091 0.339  -0.538
C -4.568 -1.534 1.721  -1.599
C -1.187 -0.756 0.415  -1.910
C 0.209 -0.602 1.059  -1.839
C 0.211 0.124 2.417  -0.688
N -0.321 -0.827 3.403  -0.050
N 1.630 0.460 2.697  -0.417
N -0.455 1.401 2.455  -0.182
O -1.262 0.072 -0.747  -0.043
C -1.916 1.299 -0.656  0.347
C -0.975 2.496 -0.835  -1.166
C -0.236 2.501 -2.185  -1.062
C -0.397 3.792 -2.970  0.869
F -1.566 4.411 -2.630  -0.347
F -0.503 3.537 -4.300  -0.323
C 0.681 4.899 -2.751  0.480
F 0.156 6.112 -2.970  -0.354
F 1.038 4.858 -1.458  -0.261
S 2.244 4.800 -3.845  1.322
F 2.466 6.357 -3.609  -0.365
F 3.194 4.543 -2.582  -0.263
F 2.162 3.246 -4.051  -0.245
F 1.421 5.099 -5.141  -0.337
F 3.581 4.823 -4.710  -0.334
P -3.247 1.316 -1.957  0.727
O -4.628 1.510 -1.444  -0.770
H 1.137 -0.330 -5.959  0.345
H 0.568 -1.965 -6.074  0.276
H -0.304 -0.804 -5.054  0.277
H 1.867 -2.575 -4.237  0.400
H 2.482 -0.953 -4.284  0.620
H -0.118 -1.131 -2.866  -0.143
H 1.320 -0.175 -2.620  -0.186
H 1.982 -1.423 -0.950  0.106
H 2.303 -2.638 -2.099  0.759
H 0.794 -4.008 -1.368  1.010
H 0.845 -3.087 0.046  -1.326
H -2.619 -4.045 -1.511  0.620
H -1.139 -4.897 -1.356  0.688
H -0.220 -4.503 -4.734  0.310
H 0.050 -5.304 -3.364  0.311
H -2.872 -2.610 -3.496  0.208
H -2.018 -2.939 -4.869  0.333
H -2.416 -5.382 -4.518  0.276
H -2.316 -5.940 -2.977  0.235
H -0.525 -3.111 1.678  -0.014
H -2.032 -2.398 2.128  -0.431
H -1.734 -5.103 0.750  0.642
H -3.411 -3.890 2.681  0.313
H -3.631 -3.015 -0.373  0.634
H -3.111 -1.769 -1.438  0.120
H -4.962 -1.015 -0.275  0.512
H -3.711 -0.072 0.437  -0.094
H -5.494 -1.010 1.936  0.579
H -3.864 -1.319 2.517  0.255
H -4.823 -2.590 1.683  0.293
H -1.881 -0.440 1.189  1.406
H 0.685 -1.541 1.295  0.447
H 0.801 0.005 0.388  1.264
H -0.120 -0.514 4.347  0.342
H 0.169 -1.705 3.276  0.183
H 1.928 0.050 3.571  0.333
H 2.229 0.126 1.958  0.183
H -1.444 1.279 2.634  0.001
H -0.094 1.941 3.223  0.419
H -2.461 1.466 0.272  0.680
H -0.239 2.390 -0.041  0.039
H -1.515 3.414 -0.630  1.146
H 0.821 2.344 -1.997  0.339
H -0.528 1.693 -2.846  0.530
H -3.075 0.103 -2.648  -0.089
H -2.939 2.353 -2.855  -0.012
O -4.037 -6.775 4.496  -0.686
H -3.266 -7.191 4.894  0.323
H -3.676 -6.062 3.952  0.379
O -0.864 -7.514 4.053  -0.577
H -1.224 -6.778 3.542  0.309
H -1.267 -8.305 3.677  0.257
O 2.782 2.993 4.751  -0.684
H 2.552 2.404 4.021  0.369
H 3.054 3.810 4.311  0.323
O 0.919 -5.064 1.389  -0.474
H 1.745 -5.457 1.692  0.240
H 0.271 -5.752 1.573  0.211
O 5.214 3.512 -0.699  -0.686
H 4.424 3.895 -1.095  0.365
H 5.767 4.266 -0.477  0.294
O 4.104 5.590 -7.677  -0.635
H 3.771 5.697 -6.781  0.289
H 3.438 6.013 -8.234  0.335
O 3.911 0.746 -0.564  -0.408
H 4.743 0.387 -0.241  0.243
H 4.150 1.614 -0.901  0.230
O -2.754 -2.721 4.783  -0.651
H -2.078 -2.179 4.356  0.274
H -2.998 -2.230 5.572  0.275
O -0.774 -4.882 4.577  -0.484
H -0.331 -5.225 5.362  0.189
H -1.567 -4.457 4.932  0.315
O 3.300 2.399 -7.431  -0.635
H 3.828 2.997 -7.973  0.315
H 3.083 2.933 -6.663  0.303
O -4.782 4.215 2.511  -0.613
H -4.987 3.775 1.673  0.326
H -4.390 5.051 2.243  0.288
O 0.545 8.239 -0.681  -0.679
H 0.388 7.593 -1.376  0.364
H 0.827 9.031 -1.147  0.308
O 4.127 5.500 3.366  -0.610
H 4.869 6.019 3.697  0.320
H 3.651 6.096 2.774  0.335
O 1.277 -7.304 6.015  -0.584
H 0.434 -7.675 5.720  0.306
H 1.940 -7.898 5.654  0.276
O 3.447 -2.719 0.858  -0.556
H 4.257 -3.124 1.182  0.258
H 2.764 -3.387 0.975  0.238
O 6.864 5.458 5.048  -0.630
H 7.731 5.125 5.293  0.304
H 6.294 4.681 5.072  0.321
O -4.564 1.627 4.267  -0.568
H -4.931 1.622 5.156  0.273
H -5.119 2.245 3.777  0.285
O 2.432 7.330 1.618  -0.656
H 2.064 7.468 2.496  0.324
H 1.801 7.735 1.009  0.310
O 2.789 8.006 -9.133  -0.610
H 2.154 8.726 -9.184  0.301
H 3.635 8.413 -9.342  0.315
O -1.848 1.800 5.072  -0.623
H -2.579 2.325 4.717  0.326
H -1.196 2.441 5.374  0.308
O -0.040 -5.003 7.711  -0.593
H 0.022 -4.318 8.382  0.285
H 0.870 -5.265 7.528  0.296

Values from the calculation:
lowest unoccupied orbital energy: -0.003 Eh
HOMO: -8.2 eV
Kohn-Sham gap: 8.1 eV

=====

Record 2
C22H10Cl6N2ORu | ωB97M-V with the def2-TZVPD basis set

Last column: Mulliken charge in e.
Cartesian coordinates (Å):
Ru 0.330 -0.773 -1.082  0.208
Cl -4.983 -2.928 3.311  -0.064
C -3.863 -2.703 2.070  0.197
C -4.170 -3.164 0.763  -0.543
C -3.275 -2.992 -0.239  -0.517
C -2.017 -2.322 -0.016  0.734
O -1.220 -2.195 -0.977  -0.648
C -1.715 -1.847 1.330  0.049
C -0.489 -1.193 1.697  0.241
N 0.426 -0.728 0.911  0.035
C 1.594 -0.086 1.403  0.583
C 1.840 0.293 2.706  -0.713
C 3.040 0.932 3.041  -1.192
C 3.986 1.214 2.092  -0.838
C 3.769 0.848 0.746  1.136
C 4.687 1.103 -0.296  -0.480
C 4.396 0.695 -1.572  -0.769
C 3.195 0.030 -1.823  -0.201
N 2.301 -0.210 -0.872  -0.210
C 2.569 0.187 0.412  0.600
C -2.637 -2.075 2.333  -0.696
H -5.117 -3.654 0.584  0.473
H -3.475 -3.344 -1.242  0.504
H -0.332 -1.095 2.767  0.298
H 1.114 0.128 3.489  0.313
H 3.213 1.212 4.071  0.416
H 4.900 1.727 2.359  0.455
H 5.614 1.618 -0.080  0.480
H 5.081 0.871 -2.389  0.421
H 2.963 -0.329 -2.817  0.458
H -2.418 -1.756 3.345  0.483
Cl 0.019 -0.464 -3.421  -0.113
C -0.938 0.879 -2.823  1.565
C -0.953 0.923 -1.439  -0.567
C -1.658 1.943 -0.831  0.492
Cl -1.698 2.032 0.886  -0.150
C -2.339 2.891 -1.604  -0.243
Cl -3.215 4.143 -0.850  -0.128
C -2.300 2.807 -3.007  0.731
Cl -3.124 3.956 -3.950  -0.118
C -1.585 1.779 -3.642  -0.535
Cl -1.515 1.648 -5.342  -0.149

Values from the calculation:
multiplicity: 5
lowest unoccupied orbital energy (alpha / beta): -0.275 / -0.352 Eh
HOMO (alpha / beta): -14.0 / -14.4 eV
net charge: +2
Kohn-Sham gap (alpha / beta): 6.5 / 4.8 eV

=====

Record 3
C22H11F5N4O6V | ωB97M-V with the def2-TZVPD basis set

Last column: Mulliken charge in e.
Cartesian coordinates (Å):
V 0.260 -0.025 0.027  0.208
N -1.390 1.142 1.048  -0.324
C -0.768 2.285 1.692  -0.020
C -1.355 2.988 2.702  -0.423
C -0.703 4.095 3.283  -0.755
C 0.521 4.497 2.832  -0.912
C 1.162 3.781 1.796  1.064
C 2.437 4.117 1.286  -0.597
C 3.001 3.352 0.308  -0.810
C 2.311 2.217 -0.151  -0.149
N 1.124 1.875 0.300  -0.046
C 0.521 2.655 1.246  0.307
H -1.893 0.594 1.738  0.381
H -2.067 1.467 0.365  0.278
H -2.332 2.689 3.066  0.420
H -1.188 4.629 4.089  0.395
H 1.021 5.356 3.266  0.406
H 2.956 4.981 1.686  0.423
H 3.974 3.582 -0.102  0.424
H 2.746 1.559 -0.893  0.479
O 2.629 -1.882 -2.855  -0.685
C 2.396 -1.563 -1.712  -0.313
O 1.417 -0.774 -1.340  -0.552
C 3.173 -2.197 -0.576  -0.422
C 2.899 -1.719 0.813  0.075
C 3.677 -2.419 1.943  0.997
C 4.712 -3.412 1.557  -0.763
C 4.853 -3.717 0.276  -0.655
C 4.087 -3.127 -0.821  -0.297
N 5.875 -4.737 -0.073  1.040
O 6.531 -5.222 0.824  -0.625
O 5.987 -5.020 -1.247  -0.613
N 4.280 -1.457 2.964  1.129
O 4.829 -1.974 3.910  -0.629
O 4.161 -0.267 2.782  -0.647
H 3.005 -0.636 0.863  0.709
H 5.305 -3.886 2.325  0.608
H 4.283 -3.440 -1.837  0.660
F 0.814 -2.984 0.606  -0.500
C 1.561 -2.164 1.440  1.514
C 0.695 -1.024 1.866  -0.768
C 0.509 -0.912 3.167  0.595
F -0.272 0.076 3.693  -0.319
C 1.081 -1.781 4.207  -0.037
F 0.699 -1.563 5.464  -0.327
C 1.924 -2.762 3.913  -0.031
F 2.410 -3.587 4.842  -0.352
C 2.327 -3.013 2.511  0.905
F 2.282 -4.360 2.256  -0.448

Values from the calculation:
multiplicity: 4
lowest unoccupied orbital energy (alpha / beta): -0.044 / -0.045 Eh
HOMO (alpha / beta): -8.1 / -8.9 eV
Kohn-Sham gap (alpha / beta): 6.9 / 7.6 eV